[1]
Here is a cluster of 2 separate species, C14H16O in total from the OMol25 dataset. Energies are from ωB97M-V with the def2-TZVPD basis set.

Summary:
Charge: +1
LUMO (spin up / spin down) (eV): -3.802 / -7.773
Spin multiplicity: 2
Total energy (a.u.): -617.9143
<S²>: 0.76
E_HOMO (spin up / spin down) (eV): -11.839 / -11.839
M (g/mol): 200.281

CARTESIAN COORDINATES (ANGSTROEM)
C: 1.97527 -0.70360 -1.68021
C: 1.18235 -0.93982 0.49660
C: 2.20728 -0.31911 -0.17664
C: 1.07274 -0.75571 1.83090
C: 2.97942 0.68394 0.40227
C: 2.00087 0.02683 2.55420
C: 2.93154 0.78659 1.77558
O: 2.02558 0.03162 3.94101
H: 0.44247 -1.65677 0.10260
H: 0.22961 -1.18260 2.38321
H: 2.51095 -0.17621 -2.52773
H: 0.85244 -0.87625 -1.80715
H: 3.58160 1.36808 -0.35555
H: 3.54188 1.46916 2.23884
H: 2.12564 0.94508 4.18039
H: 2.58112 -1.60149 -1.85010
C: -2.74200 -1.96962 -0.49030
C: -1.30115 2.13882 -0.85466
C: -1.38156 1.33408 -2.03220
C: -1.96813 1.65454 0.24364
C: -1.89555 0.00296 -1.97528
C: -2.50581 0.29802 0.27366
C: -2.35677 -0.50457 -0.76802
H: -0.67446 3.04150 -0.97716
H: -0.96860 1.70227 -2.93990
H: -2.13916 2.42695 0.97721
H: -2.20118 -0.53849 -2.94896
H: -3.12554 0.04667 1.16939
H: -2.54962 -2.27838 0.55359
H: -2.57913 -2.75027 -1.21866
H: -3.85209 -1.70424 -0.52055

***

[2]
Here is a structure of composition C14H17BeN5O4PSe4 from the OMol25 dataset. Energies are from ωB97M-V with the def2-TZVPD basis set.

Summary:
Charge: +1
LUMO (eV): -3.856
Spin multiplicity: 1
Total energy (a.u.): -11080.2375
E_HOMO (eV): -9.771
M (g/mol): 675.147

CARTESIAN COORDINATES (ANGSTROEM)
Be: 0.77419 0.28496 1.16162
O: -5.95440 0.73005 1.10516
N: -5.55010 -0.40408 1.26940
O: -6.23872 -1.36895 1.50208
C: -4.09015 -0.61402 1.17228
C: -3.68324 -1.85010 0.81283
C: -2.29088 -2.14193 0.63750
C: -1.75740 -3.39383 0.27739
C: -0.39635 -3.52924 0.16561
C: 0.43859 -2.42878 0.41312
N: -0.04914 -1.24818 0.74319
C: -1.38513 -1.11194 0.84610
C: -1.82920 0.18954 1.24095
N: -0.82635 1.06801 1.44755
C: -1.11952 2.27003 1.90310
C: -2.44339 2.65328 2.14292
C: -3.47335 1.77491 1.90597
C: -3.17956 0.47810 1.43229
H: -4.42525 -2.62139 0.65662
H: -2.41670 -4.23445 0.10156
H: 0.05000 -4.47617 -0.10090
H: 1.51724 -2.50801 0.36604
H: -0.28318 2.92908 2.09964
H: -2.64702 3.64318 2.52476
H: -4.49417 2.07028 2.08822
Se: 1.84697 0.33738 3.05371
Se: 3.97023 0.68677 2.17697
Se: 5.12384 -1.26407 2.63252
Se: 4.17459 -2.88253 1.24131
N: 0.60654 1.91383 -3.59999
C: 1.24558 2.38205 -2.31947
P: 1.92960 0.81589 -1.55428
O: 1.33390 -0.21963 -2.46875
O: 1.53322 0.85946 -0.09737
C: 3.72749 0.92927 -1.72451
N: 4.30558 -0.40294 -1.72818
H: -0.34993 2.23803 -3.71574
H: 0.65350 0.84309 -3.48004
H: 1.13603 2.18530 -4.42518
H: 0.47717 2.79421 -1.67093
H: 1.98583 3.15017 -2.52689
H: 4.09535 1.48562 -0.86071
H: 3.93592 1.52756 -2.62534
H: 5.30905 -0.35883 -1.60768
H: 4.10233 -0.89286 -2.58980
H: 4.61038 -2.28815 -0.02465

***

[3]
Here is a structure of composition C14H17BrN6O3S3 from the OMol25 dataset. Energies are from ωB97M-V with the def2-TZVPD basis set.

Summary:
LUMO (eV): 0.083
Spin multiplicity: 1
Total energy (a.u.): -4866.3769
E_HOMO (eV): -8.654
M (g/mol): 493.434

CARTESIAN COORDINATES (ANGSTROEM)
O: 2.61400 -1.71271 -2.59038
O: -2.61156 2.29294 1.79241
O: -3.07349 3.19175 -0.51214
Br: 3.55900 5.70948 -0.21188
N: 1.62467 -1.09069 1.68414
N: 0.65175 -3.50658 4.90365
N: -1.65234 1.24583 -0.44905
S: 1.37984 1.07996 3.02388
C: 1.24978 -0.65049 2.81422
C: 0.81869 -2.85936 3.89796
C: 2.02991 1.14412 1.37785
C: 1.95756 -0.12583 0.82854
C: -1.78456 0.15862 0.18632
C: 1.26108 4.74866 1.07778
C: 1.43297 4.09698 -1.18939
C: -0.04870 4.19377 1.21850
C: 0.17309 3.41702 -1.02275
C: 1.87777 4.75835 -0.12118
C: -0.59191 3.52007 0.12499
N: 0.75630 -3.61520 2.88583
N: 1.04428 -1.53025 3.92957
N: -1.23236 -0.95547 -0.47857
S: 1.69896 -1.48339 -1.43524
C: 2.61320 -0.29867 -0.47378
C: -0.96631 -1.04993 -1.95179
C: 0.41820 -0.44535 -2.16969
S: -2.13262 2.54559 0.38101
H: 0.49142 -4.49779 4.72313
H: 2.46715 1.99995 0.91777
H: -2.15968 0.03197 1.21299
H: 1.68431 5.34003 1.89582
H: 1.85315 4.04035 -2.16832
H: -0.62052 4.20300 2.18954
H: -0.13459 2.68506 -1.82066
H: 0.93459 -3.05372 1.98478
H: 1.29380 -4.45683 3.05738
H: 0.80586 -1.22656 4.92138
H: -1.50153 -1.78164 -0.04839
H: 2.91019 0.61567 -0.96767
H: 3.58848 -0.87251 -0.27156
H: -1.68574 -0.59336 -2.65934
H: -0.93560 -2.13080 -2.23316
H: 0.63816 -0.37550 -3.18588
H: 0.58714 0.57728 -1.78483

***

[4]
Here is a structure of composition C14H17EuN2O8PS5 from the OMol25 dataset. Energies are from ωB97M-V with the def2-TZVPD basis set.

Summary:
Charge: -1
LUMO (spin up / spin down) (eV): 1.891 / 2.148
Spin multiplicity: 7
Total energy (a.u.): -4298.0444
<S²>: 12.01
E_HOMO (spin up / spin down) (eV): -3.967 / -3.974
M (g/mol): 684.569

CARTESIAN COORDINATES (ANGSTROEM)
Eu: -0.23392 -0.77418 0.20013
O: 2.20452 2.65823 0.06318
C: 1.35375 1.80297 -0.08987
O: 0.88429 1.00728 0.81533
C: 0.84363 1.47958 -1.56114
O: 1.31628 2.09011 -2.50764
O: 0.03127 0.48877 -1.61119
O: -1.95458 -4.51640 6.33625
C: -1.74314 -3.98762 5.27330
S: -0.42636 -4.42318 4.18888
C: -0.73284 -3.22761 2.92979
C: -1.76085 -2.40303 3.14566
S: -2.30334 -1.12605 2.07810
S: -2.66311 -2.62515 4.64269
S: 0.33056 -3.24328 1.54017
C: 4.58461 1.52783 -2.27692
C: 4.00300 0.38709 -1.52447
C: 4.17691 0.16011 -0.18334
C: 3.26475 -0.70900 0.44950
N: 2.35045 -1.37772 -0.22509
C: 2.33228 -1.35015 -1.58122
S: 1.31393 -2.30424 -2.47913
N: 3.14112 -0.41036 -2.18786
C: 3.28122 -0.88090 1.92759
H: 5.50554 1.86673 -1.81286
H: 3.84191 2.33067 -2.24040
H: 4.77212 1.26895 -3.31657
H: 4.84719 0.77679 0.39039
H: 2.92561 -0.21975 -3.15890
H: 3.67868 0.00369 2.41932
H: 3.92091 -1.73733 2.15732
H: 2.28311 -1.12220 2.30423
C: -3.27316 1.74155 -3.34905
O: -2.63709 1.80963 -2.08513
P: -2.73005 0.54095 -1.09497
O: -4.31582 0.65528 -0.76010
C: -4.94416 -0.47863 -0.16415
O: -1.97617 1.19285 0.17478
C: -2.39444 2.34316 0.92077
H: -3.52010 2.76123 -3.64357
H: -4.19390 1.15369 -3.30122
H: -2.59297 1.30872 -4.08348
H: -4.89400 -0.40441 0.92126
H: -4.44775 -1.40380 -0.46656
H: -5.97781 -0.47974 -0.50561
H: -1.80664 3.20392 0.60282
H: -2.20816 2.11840 1.97095
H: -3.45728 2.52655 0.75805

***

[5]
Here is a structure of composition C14H17F4IrN4 from the OMol25 dataset. Energies are from ωB97M-V with the def2-TZVPD basis set.

Summary:
Charge: +3
LUMO (spin up / spin down) (eV): -13.895 / -13.950
Spin multiplicity: 2
Total energy (a.u.): -1265.3331
<S²>: 0.94
E_HOMO (spin up / spin down) (eV): -18.557 / -18.538
M (g/mol): 509.527

CARTESIAN COORDINATES (ANGSTROEM)
Ir: 0.19147 0.01881 0.44646
C: 2.85159 -1.18663 0.07654
N: 1.56769 -0.99139 -0.66108
C: 1.80936 -0.15875 -1.87721
C: 0.95948 -2.31440 -0.98858
C: -0.47410 -2.15074 -1.45305
N: -1.11745 -1.14184 -0.58104
C: -2.41646 -0.97482 -0.48131
C: -2.90142 0.01138 0.46276
F: -1.98117 0.70579 1.15379
C: -4.22818 0.21535 0.67538
F: -4.64052 1.09482 1.54375
C: -5.17378 -0.53539 -0.06076
C: -4.77857 -1.48545 -0.99719
F: -5.66763 -2.15542 -1.67316
C: -3.43690 -1.71018 -1.22786
F: -3.06412 -2.56282 -2.13040
H: 3.57149 -1.67682 -0.58191
H: 2.67557 -1.81627 0.94734
H: 3.23989 -0.21755 0.37687
H: 2.41070 -0.72195 -2.59490
H: 2.36334 0.73237 -1.58867
H: 0.86718 0.11432 -2.35283
H: 0.99439 -2.92418 -0.08471
H: 1.55816 -2.82051 -1.74979
H: -0.98611 -3.11250 -1.39857
H: -0.56275 -1.81285 -2.49110
H: -6.23478 -0.35790 0.10541
C: 1.13871 3.30420 0.04158
C: 1.65074 2.54759 1.21131
N: 1.37606 1.26924 1.51456
C: 2.06475 0.96226 2.68757
C: 2.73346 2.06855 3.08772
N: 2.45743 3.03908 2.15285
H: 0.46858 2.68266 -0.55952
H: 1.95535 3.64525 -0.59650
H: 0.57930 4.18444 0.36236
H: 2.01154 -0.00483 3.15809
H: 3.35631 2.24990 3.94703
H: 2.81138 3.98718 2.17875

***

[6]
Here is a structure of composition C14H17InN3O8SSe2 from the OMol25 dataset. Energies are from ωB97M-V with the def2-TZVPD basis set.

Summary:
Charge: -1
LUMO (eV): 2.302
Spin multiplicity: 1
Total energy (a.u.): -6701.1501
E_HOMO (eV): -6.053
M (g/mol): 660.108

CARTESIAN COORDINATES (ANGSTROEM)
In: 0.94221 -0.83069 -0.64147
C: -2.07255 6.31598 -2.22953
C: -1.78677 5.06538 -1.43690
C: -0.62783 4.32687 -1.66453
C: -0.34220 3.20083 -0.91103
C: -1.22643 2.80295 0.08539
C: -2.39189 3.51513 0.31872
C: -2.66428 4.64260 -0.44297
S: -0.83978 1.35981 1.04793
O: -1.92233 1.21293 1.99553
O: 0.49857 1.54346 1.55503
N: -0.80784 0.16187 -0.00308
C: -2.02380 -0.08790 -0.78602
C: -1.80834 -1.24058 -1.77924
O: -2.79513 -1.65445 -2.37062
O: -0.59884 -1.67439 -1.90369
H: -1.49017 6.34142 -3.15097
H: -1.81498 7.20482 -1.64770
H: -3.13047 6.38721 -2.48777
H: 0.05860 4.63714 -2.44464
H: 0.56106 2.63116 -1.09122
H: -3.06801 3.17383 1.09163
H: -3.57670 5.20256 -0.26688
H: -2.31032 0.78266 -1.38401
H: -2.87028 -0.34754 -0.14931
O: 3.38521 -2.08125 -3.64770
Se: 3.19274 -1.68822 -2.10122
O: 4.55526 -1.69955 -1.22964
O: 2.02108 -2.62268 -1.31808
O: 2.42040 -0.16494 -1.94709
C: -0.51503 -2.14872 2.71247
N: 0.47877 -3.15107 2.33316
C: 0.32617 -4.51988 2.40735
C: 1.47208 -5.06624 1.94885
N: 2.30776 -4.02582 1.60024
C: 3.63178 -4.16493 0.98966
C: 1.69612 -2.85665 1.84049
Se: 2.38602 -1.14761 1.58653
H: -1.34826 -2.65778 3.18969
H: -0.86868 -1.60541 1.83699
H: -0.06974 -1.42650 3.39187
H: -0.57702 -4.98400 2.76238
H: 1.75773 -6.09630 1.82814
H: 4.03964 -5.13234 1.27593
H: 4.27367 -3.35614 1.32533
H: 3.54278 -4.07703 -0.08803